Record 1
Density functional theory data (ωB97M-V/def2-TZVPD) for C11H24ClMgN3O5 as an isolated structure at a distorted geometry.

Last column: natural (NBO) charge in e.
Geometry (Å):
Mg (-0.720909, 0.930100, 0.362079)  1.7566
C (0.520491, 4.360740, 1.829019)  -0.7180
C (0.053226, 3.057560, 1.287650)  0.7660
O (-0.029264, 2.024654, 2.020851)  -0.8281
O (-0.230715, 2.959210, 0.059085)  -0.8170
H (1.379594, 4.687020, 1.238484)  0.2237
H (0.753135, 4.367918, 2.886912)  0.2198
H (-0.249988, 5.117582, 1.643409)  0.2340
Cl (-3.051241, 0.826040, 0.823713)  -0.8993
C (2.424734, 0.688499, -0.681842)  0.5653
O (1.288571, 0.637740, -0.279618)  -0.6735
N (3.152189, -0.397871, -1.024104)  -0.4206
C (4.496685, -0.296033, -1.536245)  -0.4022
C (2.563318, -1.725023, -0.991077)  -0.4263
H (2.977573, 1.633857, -0.802760)  0.1267
H (5.210297, -0.774849, -0.855142)  0.1968
H (4.783388, 0.743927, -1.658356)  0.2150
H (4.578217, -0.814246, -2.495666)  0.1969
H (1.581156, -1.682579, -0.531555)  0.2511
H (2.468202, -2.120617, -2.007969)  0.1929
H (3.209864, -2.400071, -0.424829)  0.1975
C (-0.215622, -1.666248, 2.091699)  0.5723
O (-0.415470, -0.853858, 1.205158)  -0.7276
N (-0.594683, -1.543663, 3.365295)  -0.3927
C (-0.358176, -2.607978, 4.313604)  -0.3983
C (-1.378675, -0.412010, 3.823175)  -0.4342
H (0.318547, -2.607897, 1.890298)  0.1122
H (0.107090, -3.456188, 3.814275)  0.2041
H (-1.303772, -2.944189, 4.743582)  0.2027
H (0.287492, -2.267137, 5.125629)  0.2007
H (-1.647872, 0.236983, 3.000189)  0.2817
H (-2.311593, -0.765721, 4.276577)  0.1964
H (-0.833856, 0.164292, 4.572743)  0.2025
C (-1.125941, 0.031622, -2.743413)  0.5660
O (-1.077062, 0.278666, -1.550469)  -0.7144
N (-2.269339, -0.118119, -3.403700)  -0.4006
C (-2.262966, -0.631132, -4.747459)  -0.4069
C (-3.512263, -0.086525, -2.641399)  -0.4348
H (-0.210707, -0.058362, -3.350939)  0.1178
H (-1.436139, -0.206626, -5.311082)  0.2104
H (-3.184454, -0.332383, -5.250684)  0.2122
H (-2.239636, -1.725289, -4.769845)  0.1925
H (-3.712116, -1.049028, -2.159794)  0.2061
H (-3.443947, 0.650538, -1.844064)  0.2775
H (-4.337377, 0.146694, -3.311404)  0.1971

Force components x, y, z for each atom (eV/Å):
Mg -0.2 0.5 0.0
C -0.1 1.0 -0.2
C -0.2 -1.3 -0.3
O 0.1 0.4 0.2
O -0.1 0.4 0.0
H 0.1 0.0 0.1
H 0.1 -0.3 0.1
H 0.0 -0.2 0.0
Cl -0.2 0.1 0.1
C 0.6 -0.2 -0.2
O -0.2 -0.1 0.1
N -0.2 0.0 -0.1
C 0.2 -0.3 0.1
C 0.2 0.0 -0.1
H -0.1 0.0 0.0
H -0.1 0.1 0.0
H 0.0 0.1 0.0
H 0.0 0.1 0.0
H -0.1 0.1 0.1
H 0.0 0.0 0.1
H 0.0 0.0 0.0
C -0.1 -0.1 0.5
O 0.3 -0.4 -0.2
N -0.1 -0.1 -0.2
C 0.0 0.0 0.1
C -0.3 0.2 0.3
H 0.0 0.0 0.0
H 0.1 0.0 0.0
H 0.0 0.0 0.0
H 0.0 0.0 0.0
H 0.1 0.0 -0.2
H 0.1 -0.1 -0.1
H 0.1 0.0 -0.1
C 0.1 0.3 0.2
O 0.2 -0.1 0.0
N -0.1 -0.1 0.1
C -0.5 -0.1 -0.4
C -0.2 -0.1 0.1
H -0.1 0.0 -0.1
H 0.1 -0.2 0.0
H 0.1 0.1 0.0
H 0.2 0.0 0.0
H 0.1 0.0 -0.1
H 0.0 0.0 0.0
H 0.0 0.1 0.0

## Properties
**HOMO-LUMO gap**: 0.3067 Eh
**Net charge**: 0
**LUMO level**: 0.34 eV
**Total energy**: -1634.51405 hartree
**Energy relative to the best compared isomer or geometry (same formula, charge and spin)**: 0.00 kJ/mol
**F_max**: 0.0265 Eh/bohr
**Highest occupied orbital energy**: -0.294 Eh

=====

Record 2
Density functional theory data (ωB97M-V/def2-TZVPD) for C11H24CsF3N4Se3Te as an isolated structure.

Last column: natural (NBO) charge in e.
Geometry (Å):
Cs (-0.962033, -0.865117, 2.032743)  0.8464
C (-2.106848, 1.536465, -1.851174)  -0.4127
C (-2.817991, 0.213874, -1.564477)  -0.2048
N (-1.953197, -0.836240, -1.069463)  -0.6639
C (-1.274948, -1.641603, -2.069896)  -0.2255
C (0.237806, -1.476977, -2.080765)  -0.2079
N (0.843864, -1.926122, -0.849308)  -0.6293
C (2.297235, -1.939783, -0.906847)  -0.2275
C (2.958003, -0.600854, -0.600970)  -0.4105
C (2.872450, -0.181797, 0.866175)  -0.2122
N (1.619582, 0.477525, 1.197978)  -0.6446
C (1.536621, 1.894024, 0.860647)  -0.2461
C (0.505387, 2.187134, -0.221416)  -0.2139
N (-0.841677, 1.982390, 0.274361)  -0.6502
C (-1.866254, 2.437912, -0.640776)  -0.2016
H (-1.166097, 1.329109, -2.368156)  0.1966
H (-2.714166, 2.109964, -2.562312)  0.1846
H (-3.589643, 0.384256, -0.805181)  0.1935
H (-3.348994, -0.111044, -2.479435)  0.1459
H (-2.463014, -1.444130, -0.437936)  0.4046
H (-1.516589, -2.696721, -1.893422)  0.2026
H (-1.656974, -1.397033, -3.075460)  0.1588
H (0.648239, -2.024194, -2.957463)  0.1372
H (0.480162, -0.421272, -2.239493)  0.1716
H (0.514682, -2.846677, -0.583817)  0.3842
H (2.625898, -2.677619, -0.170003)  0.2418
H (2.646806, -2.297352, -1.895708)  0.1351
H (4.015441, -0.688825, -0.877464)  0.1870
H (2.553371, 0.196410, -1.230410)  0.1879
H (2.949869, -1.073747, 1.493989)  0.2191
H (3.731722, 0.467849, 1.112854)  0.1435
H (1.412923, 0.353311, 2.180854)  0.3681
H (1.278888, 2.460125, 1.754213)  0.2349
H (2.518504, 2.262544, 0.528697)  0.1609
H (0.647278, 3.226807, -0.580101)  0.1383
H (0.681668, 1.527788, -1.074289)  0.1783
H (-0.949424, 2.448909, 1.168970)  0.4022
H (-2.802190, 2.504367, -0.076329)  0.1911
H (-1.647056, 3.462024, -1.007105)  0.1394
Se (-3.403336, -3.310924, 1.402724)  -0.7805
Se (-1.918622, -3.872107, 3.180627)  -0.3142
Te (-0.190803, -5.525122, 2.284336)  0.0972
Se (1.841702, -4.083157, 2.105293)  -0.8907
F (-1.042936, 2.502982, 5.082575)  -0.4323
C (-0.566755, 2.124753, 3.828412)  0.4560
F (0.694489, 2.796881, 3.822477)  -0.4600
F (-1.313040, 3.051014, 2.991251)  -0.4787

Force components x, y, z for each atom (eV/Å):
Cs 0.0 0.1 -0.1
C 0.0 0.0 -0.2
C -0.1 0.0 0.1
N 0.0 0.0 0.0
C -0.1 0.0 -0.1
C 0.0 -0.1 -0.1
N 0.2 0.2 -0.1
C -0.1 -0.2 0.1
C 0.1 0.0 0.0
C -0.1 0.0 0.1
N 0.2 0.2 0.2
C 0.1 -0.1 -0.1
C 0.0 0.0 0.1
N 0.1 0.0 -0.2
C -0.1 0.0 0.1
H 0.1 0.0 0.0
H 0.0 0.0 0.0
H 0.0 0.0 0.0
H 0.0 0.1 0.0
H -0.1 -0.1 0.1
H 0.1 0.0 0.0
H 0.0 0.0 0.1
H -0.1 0.0 0.0
H 0.0 0.1 0.1
H -0.1 -0.1 0.1
H 0.1 0.1 0.0
H 0.0 0.1 0.0
H 0.0 0.0 0.0
H -0.1 0.0 -0.1
H 0.0 0.0 0.0
H 0.0 0.0 0.0
H 0.3 0.2 0.0
H 0.0 0.1 0.0
H 0.0 0.0 -0.1
H 0.0 0.0 0.0
H 0.0 0.0 0.0
H 0.0 0.0 0.1
H 0.0 0.0 0.0
H 0.0 -0.1 0.0
Se 0.2 -0.1 0.2
Se -0.4 -0.6 -0.2
Te -0.1 0.3 0.1
Se 0.0 0.0 0.0
F -0.1 -0.1 0.1
C 0.1 0.2 -0.1
F 0.0 0.0 0.1
F 0.0 0.0 0.1

## Properties
**HOMO-LUMO gap**: 0.1662 Eh
**Net charge**: -2
**LUMO level**: 3.77 eV
**Total energy**: -8444.69032 hartree
**Energy relative to the best compared isomer or geometry (same formula, charge and spin)**: 13.61 kJ/mol
**F_max**: 0.0150 Eh/bohr
**Highest occupied orbital energy**: -0.028 Eh

=====

Record 3
Density functional theory data (ωB97M-V/def2-TZVPD) for C11H24CuN4O3V as an isolated structure at a distorted geometry.

Last column: natural (NBO) charge in e.
Geometry (Å):
N (0.143945, 2.716209, -0.100159)  -0.8203
C (0.440642, 3.847711, -0.411767)  0.9116
O (0.705882, 4.967784, -0.712605)  -0.3554
Cu (-2.056194, 0.407893, 2.222419)  1.0894
V (-0.237923, 0.848062, 0.202963)  1.3604
N (-0.452948, -0.386066, 1.722172)  -0.7195
N (-0.441413, 0.029232, -1.389681)  -0.3832
C (0.914285, -0.423711, 2.315288)  0.1054
C (0.386164, 0.078925, -2.614941)  0.0796
C (0.841780, -0.627733, 3.825631)  -0.6288
C (1.707224, -1.572991, 1.694842)  -0.6369
C (1.616947, 0.894280, 2.006407)  -0.6181
C (-0.219451, 1.100621, -3.579754)  -0.6157
C (0.440485, -1.276672, -3.319019)  -0.6154
C (1.795631, 0.511729, -2.233260)  -0.6365
H (0.209840, 0.146944, 4.276714)  0.2208
H (1.848275, -0.556303, 4.256956)  0.2644
H (0.418140, -1.608455, 4.065878)  0.2362
H (1.256908, -2.548484, 1.930263)  0.2410
H (2.725476, -1.576987, 2.096525)  0.2651
H (1.779354, -1.488788, 0.598784)  0.2093
H (1.633368, 1.172119, 0.924964)  0.1767
H (2.665974, 0.792614, 2.308524)  0.3075
H (1.201993, 1.721155, 2.594744)  0.2639
H (-1.214936, 0.778583, -3.917237)  0.2265
H (0.417186, 1.223243, -4.465827)  0.2678
H (-0.318890, 2.082159, -3.094922)  0.2209
H (-0.542425, -1.588388, -3.692483)  0.2328
H (0.821364, -2.060272, -2.649747)  0.2261
H (1.114801, -1.214836, -4.182802)  0.2693
H (2.410346, 0.574004, -3.140713)  0.2761
H (2.267366, -0.214753, -1.554999)  0.2182
H (1.810175, 1.501272, -1.756398)  0.2144
C (-1.094418, -1.717728, 1.636063)  -0.5130
H (-2.177677, -1.701005, 1.433450)  0.2485
H (-0.653701, -2.309214, 0.811486)  0.2550
H (-0.942710, -2.301732, 2.560470)  0.2643
C (-1.799107, -0.522249, -1.528343)  -0.4869
H (-2.447905, -0.184428, -0.707372)  0.2456
H (-2.303935, -0.219659, -2.461344)  0.2816
H (-1.789600, -1.624629, -1.504282)  0.2682
O (-4.392912, 1.646371, 2.544203)  -0.2890
N (-3.912258, 0.707065, 1.880721)  0.2091
O (-4.575145, -0.022895, 1.108186)  -0.3372

Force components x, y, z for each atom (eV/Å):
N -1.0 -3.6 0.7
C 1.0 4.9 -1.2
O -0.9 -3.9 1.0
Cu -0.8 0.4 -0.6
V -0.6 1.7 -1.5
N 1.0 -0.1 -1.0
N -0.3 0.2 1.3
C 0.6 -0.6 0.7
C 0.8 0.6 -0.8
C -0.3 0.2 0.0
C 0.1 -0.5 -0.3
C -0.3 0.0 0.5
C -0.6 0.5 0.0
C -0.3 -0.7 0.4
C 0.3 0.1 0.3
H 0.2 -0.1 0.1
H -0.3 -0.1 -0.1
H 0.2 0.2 0.1
H 0.3 0.3 -0.1
H -0.2 0.0 -0.1
H 0.0 0.0 0.2
H 0.5 0.0 0.0
H -0.1 0.1 -0.4
H -0.1 0.1 -0.3
H 0.3 0.2 0.0
H -0.1 -0.2 0.3
H 0.0 -0.2 -0.2
H 0.2 0.1 0.0
H 0.0 0.1 -0.2
H -0.2 0.2 0.3
H -0.1 0.0 0.3
H 0.0 0.1 -0.2
H 0.0 -0.1 -0.2
C 0.2 -1.1 -0.2
H 0.1 0.3 0.0
H -0.2 0.3 0.3
H 0.0 0.4 -0.3
C -0.4 -0.5 0.2
H -0.1 0.0 0.1
H 0.5 0.2 0.4
H 0.2 0.3 0.0
O 1.3 -2.0 -1.2
N -2.8 1.2 -0.1
O 2.0 1.2 1.5

## Properties
**HOMO-LUMO gap (alpha / beta)**: 0.1706 / 0.1590 Eh
**Net charge**: +2
**LUMO level (alpha / beta)**: -11.35 / -11.40 eV
**Total energy**: -3461.91511 hartree
**F_max**: 0.1001 Eh/bohr
**Highest occupied orbital energy (alpha / beta)**: -0.588 / -0.578 Eh

=====

Question: total energy of number 2 (C11H24CsF3N4Se3Te)?
Answer: -8444.69032 hartree

=====

Question: What is the net charge in the second record?
Answer: -2

=====

Question: The highest F_max belongs to which entry?
Answer: C11H24CuN4O3V

=====

Question: Which of these has the lowest F_max?
Answer: C11H24CsF3N4Se3Te